[1]
# C4H7N3

The molecule C4H7N3 in a non-equilibrium geometry (wB97M-V/def2-TZVPD, OMol25).

XYZ file:
```
14
Properties=species:S:1:pos:R:3:forces:R:3:lowdin_charge:R:1
N -2.635 2.147 -1.203 0.35 -0.35 0.15 0.1605
H -0.561 -2.381 0.733 0.17 0.21 0.03 0.0751
H 1.685 -0.242 0.552 -0.06 -0.19 0.32 0.1122
H 0.823 -2.481 -0.363 0.00 0.35 0.25 0.0802
H 0.254 -0.103 1.633 0.35 -0.53 -0.70 0.1310
H -0.816 -0.508 -0.856 -0.04 0.10 0.34 0.1276
H 0.258 3.205 -0.685 0.25 -0.21 0.28 0.0636
C -0.213 1.395 -0.612 -0.09 0.15 -0.05 -0.4719
C -1.587 1.746 -0.943 -0.68 0.81 -0.68 -0.1550
H 1.071 -2.520 1.388 -0.02 -0.08 0.01 0.0698
C 0.481 -2.061 0.596 0.06 0.03 0.19 -0.0957
C 0.638 -0.539 0.670 0.23 -0.03 0.03 -0.2492
N -0.077 0.044 -0.446 -0.16 0.15 -0.18 -0.0059
N 0.678 2.298 -0.462 -0.36 -0.42 0.01 0.1576
```
Positions in Å, forces in eV/Å.

As for the relative energy (zero: lowest compared OMol25 entry of this formula, charge and spin): 17.4 kcal per mole. The value obtained for the frontier orbital gap is 10.32 eV. Its net charge is 0. Its SMILES is [H]/N=C(\C#N)NCC. Its highest occupied orbital energy is -9.73 eV. The lowest unoccupied orbital energy comes out at 0.60 eV.


[2]
# C4H7N3

The molecule C4H7N3 in a non-equilibrium geometry (wB97M-V/def2-TZVPD, OMol25).

XYZ file:
```
14
Properties=species:S:1:pos:R:3:forces:R:3:lowdin_charge:R:1
H 0.833 2.103 0.441 0.00 -0.15 -0.07 0.1041
C -1.141 -0.235 -0.427 0.07 0.25 0.19 -0.4422
C 0.761 1.054 0.134 0.14 0.07 -0.04 -0.2964
H 1.081 1.000 -0.917 -0.08 -0.03 0.12 0.1037
C 1.692 0.208 0.998 0.03 -0.04 0.04 -0.0974
N 0.208 -1.614 -2.209 -0.62 0.64 0.77 0.1730
H -2.942 -0.139 0.435 0.01 -0.05 -0.09 0.1014
H 1.721 -0.829 0.643 -0.01 0.16 0.06 0.0671
H 1.355 0.207 2.039 0.06 0.02 -0.14 0.0726
H 2.708 0.613 0.957 -0.13 -0.09 0.02 0.0723
C -0.402 -0.997 -1.443 0.61 -0.49 -0.67 -0.1438
H -2.763 -1.490 -0.588 0.10 0.10 -0.03 0.0967
N -0.628 0.663 0.307 -0.14 -0.31 -0.31 0.0729
N -2.484 -0.544 -0.370 -0.04 -0.07 0.14 0.1162
```
Positions in Å, forces in eV/Å.

As for the relative energy (zero: lowest compared OMol25 entry of this formula, charge and spin): 10.5 kcal per mole. The value obtained for the frontier orbital gap is 10.43 eV. Its net charge is 0. Its SMILES is CC/N=C(/N)C#N. Its highest occupied orbital energy is -9.76 eV. The lowest unoccupied orbital energy comes out at 0.67 eV.


[3]
# C4H7N3

A cluster of 2 separate species, C4H7N3 in total in a non-equilibrium geometry (wB97M-V/def2-TZVPD, OMol25).

XYZ file:
```
14
Properties=species:S:1:pos:R:3:forces:R:3:lowdin_charge:R:1
H -2.859 1.320 -0.629 -0.69 3.06 -0.08 0.0943
C -2.635 -0.488 0.691 -0.25 0.47 2.85 0.1021
H -2.983 -0.853 1.684 -0.25 -0.29 -1.03 0.1967
N 1.165 -0.336 0.085 -1.12 -0.20 -0.75 -0.0765
H -3.178 -0.327 -1.367 -0.34 0.01 -0.65 0.1331
N -1.598 -0.126 0.163 1.71 -0.57 -1.01 0.1430
C 2.604 -0.464 0.211 2.53 0.17 -1.12 0.1031
N 0.246 -1.022 0.252 -2.29 -0.77 0.63 0.4408
H 1.884 1.799 0.243 -0.57 -1.03 1.40 0.1857
H 3.189 -1.086 -0.492 -1.05 0.35 -0.40 0.1783
C -2.841 0.311 -0.578 0.67 -2.92 -0.26 0.1472
H 3.011 -0.721 1.162 -0.40 0.54 1.31 0.1521
H 2.075 1.187 -1.182 -0.23 -0.60 -3.33 0.1336
C 1.920 0.805 -0.243 2.28 1.78 2.44 0.0665
```
Positions in Å, forces in eV/Å.

As for the relative energy (zero: lowest compared OMol25 entry of this formula, charge and spin): 161.8 kcal per mole. The value obtained for the frontier orbital gap (alpha / beta) is 8.95 / 7.71 eV. Its net charge is +2. Its highest occupied orbital energy (alpha / beta) is -20.74 / -20.33 eV. The lowest unoccupied orbital energy (alpha / beta) comes out at -11.79 / -12.61 eV.


[4]
# C4H7N3O

A cluster of 2 separate species, C4H7N3O in total in a non-equilibrium geometry (wB97M-V/def2-TZVPD, OMol25).

XYZ file:
```
15
Properties=species:S:1:pos:R:3:forces:R:3:lowdin_charge:R:1
N -0.972 1.448 -0.329 2.97 0.95 -1.08 0.1489
N 3.260 -0.078 0.248 1.11 1.81 -1.89 -0.0586
C 1.847 0.201 0.221 2.70 2.75 6.22 -0.2813
H 3.666 -0.381 -0.824 -1.11 1.49 4.32 0.1672
C -0.563 0.257 -0.156 -3.25 -0.31 -0.12 -0.4532
O -3.704 0.578 0.248 1.36 -1.12 -0.40 -0.0133
H 1.607 0.936 1.221 0.65 -1.37 -3.15 0.1755
H 3.850 0.767 0.899 -2.24 -3.47 -3.42 0.1844
C 0.755 -0.418 -0.124 -2.08 -0.94 -3.80 -0.1225
N -1.723 -0.634 -0.126 -1.51 -7.02 -1.45 0.0015
H -3.779 -1.153 0.866 1.57 -1.70 -0.78 0.1225
H -1.722 -1.829 -0.827 0.67 4.77 3.18 0.2793
H 0.697 -1.173 -0.933 0.63 -0.13 0.69 0.1063
C -3.098 -0.498 0.282 -0.46 4.32 0.44 -0.3361
H -0.119 1.978 -0.665 -0.99 -0.04 1.26 0.0794
```
Positions in Å, forces in eV/Å.

As for the relative energy (zero: lowest compared OMol25 entry of this formula, charge and spin): 152.6 kcal per mole. The value obtained for the frontier orbital gap is 9.31 eV. Its net charge is 0. Its highest occupied orbital energy is -9.06 eV. The lowest unoccupied orbital energy comes out at 0.25 eV.


Copy entry 1 word for word.
# C4H7N3

The molecule C4H7N3 in a non-equilibrium geometry (wB97M-V/def2-TZVPD, OMol25).

XYZ file:
```
14
Properties=species:S:1:pos:R:3:forces:R:3:lowdin_charge:R:1
N -2.635 2.147 -1.203 0.35 -0.35 0.15 0.1605
H -0.561 -2.381 0.733 0.17 0.21 0.03 0.0751
H 1.685 -0.242 0.552 -0.06 -0.19 0.32 0.1122
H 0.823 -2.481 -0.363 0.00 0.35 0.25 0.0802
H 0.254 -0.103 1.633 0.35 -0.53 -0.70 0.1310
H -0.816 -0.508 -0.856 -0.04 0.10 0.34 0.1276
H 0.258 3.205 -0.685 0.25 -0.21 0.28 0.0636
C -0.213 1.395 -0.612 -0.09 0.15 -0.05 -0.4719
C -1.587 1.746 -0.943 -0.68 0.81 -0.68 -0.1550
H 1.071 -2.520 1.388 -0.02 -0.08 0.01 0.0698
C 0.481 -2.061 0.596 0.06 0.03 0.19 -0.0957
C 0.638 -0.539 0.670 0.23 -0.03 0.03 -0.2492
N -0.077 0.044 -0.446 -0.16 0.15 -0.18 -0.0059
N 0.678 2.298 -0.462 -0.36 -0.42 0.01 0.1576
```
Positions in Å, forces in eV/Å.

As for the relative energy (zero: lowest compared OMol25 entry of this formula, charge and spin): 17.4 kcal per mole. The value obtained for the frontier orbital gap is 10.32 eV. Its net charge is 0. Its SMILES is [H]/N=C(\C#N)NCC. Its highest occupied orbital energy is -9.73 eV. The lowest unoccupied orbital energy comes out at 0.60 eV.